{"formula": "C28H35BF3N3O9P2S2", "method": "the ωB97M-V functional and the def2-TZVPD basis", "symbols": ["C", "C", "C", "C", "C", "C", "C", "C", "N", "C", "B", "O", "O", "N", "S", "O", "O", "C", "F", "F", "F", "C", "C", "C", "C", "C", "C", "C", "C", "P", "O", "O", "C", "C", "O", "C", "C", "C", "O", "N", "O", "C", "P", "C", "C", "C", "C", "S", "H", "H", "H", "H", "H", "H", "H", "H", "H", "H", "H", "H", "H", "H", "H", "H", "H", "H", "H", "H", "H", "H", "H", "H", "H", "H", "H", "H", "H", "H", "H", "H", "H", "H", "H"], "positions_angstrom": [[-5.294, 0.428, -2.081], [-5.415, -0.860, -1.778], [-5.036, -2.338, -1.233], [-3.577, -2.841, -1.696], [-2.269, -2.130, -1.132], [-0.791, -2.540, -1.482], [-0.624, -3.783, -2.482], [-1.888, -4.551, -3.104], [-1.640, -5.692, -4.033], [-3.367, -4.056, -2.709], [-4.608, -4.872, -3.411], [-5.613, -4.207, -4.251], [-4.625, -6.323, -3.180], [0.459, -1.892, -1.015], [1.189, -0.860, -2.205], [2.471, -1.573, -2.659], [1.671, 0.478, -1.625], [0.175, -0.613, -3.760], [-1.183, -0.195, -3.527], [0.265, -1.732, -4.687], [0.802, 0.496, -4.470], [0.353, -1.264, 0.324], [1.718, -1.156, 1.161], [3.093, -1.696, 0.540], [3.605, -3.018, 0.791], [1.763, -0.485, 2.589], [3.158, -0.355, 3.377], [3.776, 1.145, 3.086], [2.963, 1.956, 1.944], [3.808, 3.624, 1.491], [4.214, 4.449, 2.730], [5.097, 3.321, 0.390], [5.552, 4.559, -0.254], [5.327, 4.565, -1.868], [2.627, 4.531, 0.580], [2.061, 3.665, -0.453], [1.585, 4.450, -1.788], [0.461, 0.073, 3.281], [0.495, 0.650, 4.604], [0.881, 1.959, 4.588], [0.007, 2.589, 5.126], [-0.908, -0.028, 2.445], [-2.449, 0.676, 3.357], [-3.205, 2.131, 2.365], [-3.761, -0.731, 3.500], [-5.180, -0.138, 4.085], [-0.934, -0.661, 1.001], [-2.547, -0.709, 0.034], [-5.136, 1.551, -2.311], [-5.898, -3.037, -1.542], [-5.022, -2.349, -0.065], [0.442, -4.127, -2.764], [-0.627, -5.843, -4.162], [-2.132, -5.568, -4.931], [-5.623, -3.250, -4.005], [-4.471, -6.702, -4.094], [3.673, -0.970, -0.161], [3.719, -3.491, 1.835], [3.976, -3.617, -0.134], [3.018, -0.458, 4.526], [3.936, -1.140, 3.063], [4.875, 1.087, 2.733], [3.658, 1.730, 4.068], [2.898, 1.385, 0.926], [1.885, 2.244, 2.238], [6.708, 4.583, -0.102], [5.086, 5.494, 0.258], [6.357, 4.705, -2.399], [4.804, 3.625, -2.272], [4.660, 5.481, -2.131], [2.837, 2.868, -0.800], [1.140, 3.076, -0.052], [0.572, 4.990, -1.631], [2.416, 5.169, -2.160], [1.398, 3.692, -2.657], [-4.349, 2.207, 2.553], [-2.921, 2.075, 1.251], [-2.756, 3.095, 2.845], [-3.440, -1.545, 4.272], [-3.895, -1.291, 2.499], [-4.977, 0.774, 4.777], [-5.914, 0.161, 3.251], [-5.707, -0.972, 4.707]], "smiles": "C#CCc1c2c(cc(N)c1B(O)O)N(S(=O)(=O)C(F)(F)F)c1c(C=C)c(CCCP(=O)(OCC)OCC)c(ON=O)c(P(C)CC)c1S2", "orbital_gap_ev": 7.2}

***

{"formula": "C28H35BeN5P2Se", "method": "the ωB97M-V functional and the def2-TZVPD basis", "symbols": ["Be", "C", "C", "C", "C", "C", "C", "C", "C", "C", "H", "H", "H", "H", "H", "H", "H", "H", "H", "H", "H", "H", "H", "H", "H", "P", "P", "N", "N", "N", "N", "C", "C", "C", "C", "C", "C", "C", "C", "C", "C", "C", "C", "C", "C", "C", "C", "C", "C", "H", "H", "H", "H", "H", "H", "H", "H", "H", "H", "H", "H", "H", "H", "H", "H", "H", "H", "H", "H", "Se", "C", "N"], "positions_angstrom": [[1.877, -2.570, 3.895], [-2.068, 2.133, 4.700], [-2.961, 1.694, 3.806], [-2.634, 1.526, 2.341], [-1.535, 0.426, 2.143], [-0.204, 1.022, 1.747], [0.439, 2.052, 2.341], [-0.173, 3.173, 3.089], [-0.793, 2.875, 4.512], [3.305, -3.394, 4.540], [-2.268, 1.931, 5.755], [-3.968, 1.371, 4.121], [-2.314, 2.469, 1.866], [-3.563, 1.274, 1.809], [-1.393, -0.201, 3.056], [-1.872, -0.261, 1.320], [0.384, 0.481, 0.988], [1.532, 2.112, 2.205], [-0.928, 3.681, 2.473], [0.668, 3.876, 3.250], [-0.019, 2.364, 5.115], [-0.930, 3.875, 4.964], [3.499, -3.399, 5.628], [4.093, -2.735, 4.139], [3.581, -4.418, 4.270], [1.815, -1.185, -1.204], [-1.738, -0.435, -1.166], [3.192, -0.065, -1.538], [2.465, -2.426, -2.330], [-1.888, 1.327, -1.587], [-3.311, -0.913, -1.881], [0.748, -0.362, -2.506], [-0.696, -0.899, -2.645], [4.056, 0.394, -0.542], [4.964, 1.269, -1.117], [4.655, 1.363, -2.503], [3.556, 0.553, -2.736], [2.545, -3.766, -1.940], [2.809, -4.541, -3.058], [2.889, -3.666, -4.185], [2.687, -2.376, -3.711], [-1.405, 2.287, -0.689], [-1.495, 3.553, -1.240], [-1.994, 3.380, -2.564], [-2.209, 2.014, -2.756], [-4.273, -0.317, -2.709], [-5.251, -1.249, -3.040], [-4.884, -2.486, -2.411], [-3.700, -2.258, -1.718], [1.154, -0.403, -3.529], [0.724, 0.701, -2.213], [-1.167, -0.525, -3.589], [-0.677, -2.005, -2.708], [3.895, 0.086, 0.488], [5.754, 1.789, -0.611], [5.149, 1.958, -3.247], [2.963, 0.436, -3.632], [2.387, -4.030, -0.905], [2.917, -5.609, -3.078], [3.048, -3.941, -5.214], [2.658, -1.444, -4.253], [-0.954, 1.979, 0.233], [-1.233, 4.480, -0.734], [-2.139, 4.158, -3.300], [-2.579, 1.492, -3.624], [-4.226, 0.725, -2.974], [-6.126, -1.068, -3.660], [-5.434, -3.419, -2.459], [-3.114, -2.920, -1.101], [0.202, 0.065, 7.018], [0.538, -1.178, 5.839], [0.969, -1.877, 4.952]], "e_above_lowest_kcal_mol": 42.5, "orbital_gap_ev": 7.2}

***

{"formula": "C28H35BrHfN4OSe2", "method": "the ωB97M-V functional and the def2-TZVPD basis", "symbols": ["Hf", "C", "Se", "C", "C", "Se", "C", "H", "H", "H", "H", "H", "H", "H", "H", "H", "H", "C", "C", "N", "C", "C", "C", "C", "C", "C", "C", "C", "C", "N", "C", "H", "H", "H", "H", "H", "H", "H", "H", "C", "C", "C", "C", "C", "Br", "N", "C", "H", "H", "H", "H", "H", "H", "O", "C", "C", "C", "C", "C", "C", "N", "H", "H", "H", "H", "H", "H", "H", "H", "H", "H", "H"], "positions_angstrom": [[0.114, -0.014, 0.547], [-0.678, 0.135, 4.585], [-0.329, -1.205, 3.201], [-2.153, -1.976, 3.096], [-3.124, -1.164, 2.269], [-2.552, -0.876, 0.371], [-3.978, 0.391, -0.030], [-0.775, -0.384, 5.540], [-1.595, 0.681, 4.370], [0.169, 0.814, 4.642], [-2.515, -2.050, 4.128], [-2.050, -2.997, 2.723], [-3.309, -0.180, 2.704], [-4.078, -1.700, 2.231], [-3.927, 1.261, 0.624], [-4.924, -0.134, 0.120], [-3.909, 0.687, -1.074], [-1.204, 4.130, -0.770], [-1.111, 2.752, -0.583], [-0.270, 2.183, 0.289], [0.548, 3.007, 1.013], [0.487, 4.421, 0.918], [-0.417, 4.973, -0.012], [1.338, 5.217, 1.742], [2.250, 4.642, 2.570], [2.393, 3.225, 2.638], [3.369, 2.583, 3.426], [3.422, 1.204, 3.449], [2.511, 0.476, 2.687], [1.576, 1.042, 1.914], [1.521, 2.405, 1.876], [-1.885, 4.527, -1.508], [-1.724, 2.073, -1.169], [-0.472, 6.045, -0.142], [1.253, 6.293, 1.686], [2.895, 5.255, 3.183], [4.072, 3.163, 4.008], [4.159, 0.690, 4.048], [2.532, -0.613, 2.710], [-0.281, -5.873, 0.584], [0.545, -4.657, 0.414], [1.926, -4.719, 0.192], [2.656, -3.558, -0.024], [1.971, -2.359, 0.004], [2.795, -0.666, -0.462], [0.663, -2.236, 0.288], [-0.020, -3.382, 0.477], [0.325, -6.775, 0.601], [-1.001, -5.971, -0.229], [-0.869, -5.823, 1.500], [2.427, -5.675, 0.167], [3.718, -3.594, -0.218], [-1.085, -3.282, 0.660], [-0.236, -0.202, -1.534], [-0.038, -0.790, -2.665], [-1.120, -1.509, -3.385], [-1.240, -0.800, -4.773], [-0.799, 0.681, -4.811], [0.704, 0.959, -5.007], [1.546, 0.672, -3.754], [1.106, -0.659, -3.328], [-2.053, -1.455, -2.820], [-0.878, -2.560, -3.540], [-2.289, -0.850, -5.067], [-0.686, -1.352, -5.534], [-1.156, 1.199, -3.917], [-1.306, 1.138, -5.660], [0.842, 2.006, -5.282], [1.071, 0.361, -5.843], [1.338, 1.383, -2.950], [2.612, 0.662, -3.975], [1.182, -1.289, -4.127]], "e_above_lowest_kcal_mol": 11.7, "orbital_gap_ev": 7.1, "total_charge": 4}

***

Sequential max |F| output: 0.17716, 0.08378, 0.02400 Eh/bohr
Sequential LUMO output: -1.22, -1.24, -12.72 eV